Entry 1:
Here is an isolated molecule of C3H4N4O in a non-equilibrium geometry from the Open Molecules 2025 dataset. Energies are from ωB97M-V/def2-TZVPD.

Each line ends with the natural charge from an NBO analysis.
Cartesian coordinates (Å):
O  1.71837  0.44449  1.68645  -0.60
N  -0.55383  -0.02709  0.93083  -0.60
N  -0.61953  -0.47097  -1.21917  -0.60
N  -2.39402  0.85023  -0.34659  -0.66
N  1.55392  -0.44145  -0.21537  -0.53
C  -1.22922  0.32459  -0.32093  0.53
C  0.72329  -0.86158  -1.22858  0.31
C  0.84635  0.10724  0.81041  0.68
H  -1.28638  -0.86280  -1.84518  0.41
H  1.32299  0.80846  2.46400  0.50
H  -2.78890  1.04149  -1.45842  0.33
H  1.05706  -1.33963  -2.26524  0.22

- Highest occupied orbital energy: -0.332 Eh
- Orbital gap: 8.927 eV
- LUMO level: -0.1125 eV
- Max |F|: 5.644 eV/Å

=====

Entry 2:
Here is an isolated molecule of C3H4N4O in a non-equilibrium geometry from the Open Molecules 2025 dataset. Energies are from ωB97M-V/def2-TZVPD.

Each line ends with the natural charge from an NBO analysis.
Cartesian coordinates (Å):
O  -0.76712  0.49710  1.70140  -0.69
N  1.69623  -1.51951  0.18722  -0.21
N  0.76483  -1.20710  1.11891  -0.42
N  -1.66148  1.36583  -0.72303  -0.54
N  -0.56373  0.95352  -1.42095  -0.04
C  0.12405  0.06187  -0.59325  -0.07
C  1.17804  -0.86045  -0.80801  -0.01
C  -0.14613  -0.36333  0.83610  0.53
H  1.88922  -0.85705  -1.56061  0.20
H  -1.62632  1.23184  0.26719  0.42
H  -2.08271  2.23854  -1.03414  0.38
H  1.19512  -1.54125  2.02917  0.43

- Highest occupied orbital energy: -0.328 Eh
- Orbital gap: 7.590 eV
- LUMO level: -1.3245 eV
- Max |F|: 9.519 eV/Å

=====

Entry 3:
Here is an isolated molecule of C3H4N4O in a non-equilibrium geometry from the Open Molecules 2025 dataset. Energies are from ωB97M-V/def2-TZVPD.

Each line ends with the natural charge from an NBO analysis.
Cartesian coordinates (Å):
O  -1.54296  1.13839  0.92961  -0.47
N  0.20304  1.41286  -0.63486  -0.17
N  0.79749  -1.45588  -0.28182  -0.38
N  -0.71020  -1.18150  1.68571  -0.65
N  -0.62909  0.53854  0.10054  -0.01
C  1.04469  0.69998  -1.30611  -0.08
C  -0.19573  -0.76332  0.50334  0.45
C  1.36067  -0.70131  -1.11064  0.07
H  2.14702  -0.88327  -1.87876  0.21
H  -1.80946  1.82506  0.28931  0.48
H  -0.37816  -2.07763  1.65568  0.33
H  1.49773  1.41851  -2.10967  0.22

- Highest occupied orbital energy: -0.323 Eh
- Orbital gap: 8.040 eV
- LUMO level: -0.7447 eV
- Max |F|: 5.980 eV/Å

=====

Entry 4:
Here is an isolated molecule of C3H4N4O in a non-equilibrium geometry from the Open Molecules 2025 dataset. Energies are from ωB97M-V/def2-TZVPD.

Each line ends with the natural charge from an NBO analysis.
Cartesian coordinates (Å):
O  -0.53935  -1.17339  2.04382  -0.61
N  -0.20887  2.35812  -0.75580  -0.79
N  0.39363  -1.55666  0.07553  -0.37
N  0.71225  -1.10123  -1.15200  -0.12
N  -0.60734  0.55801  0.61357  -0.50
C  0.55636  0.21844  -1.41064  -0.15
C  -0.20864  -0.66171  0.91942  0.65
C  -0.05441  1.00478  -0.47259  0.39
H  0.88350  0.54643  -2.36197  0.21
H  -0.05792  -2.03364  2.00097  0.50
H  0.07181  2.66966  -1.66010  0.39
H  -0.37013  3.02797  -0.01579  0.41

- Highest occupied orbital energy: -0.340 Eh
- Orbital gap: 9.637 eV
- LUMO level: 0.3750 eV
- Max |F|: 3.774 eV/Å

=====

Entry 5:
Here is an isolated molecule of C3H4N4O4 in a non-equilibrium geometry from the Open Molecules 2025 dataset. Energies are from ωB97M-V/def2-TZVPD.

Each line ends with the natural charge from an NBO analysis.
Cartesian coordinates (Å):
O  -1.08392  1.03865  -3.28245  -0.33
O  -0.93118  2.35135  2.48212  -0.32
O  -0.12513  0.58882  3.47747  -0.49
O  1.07331  0.66202  -3.41221  -0.36
N  -0.01280  0.15666  -1.57296  -0.37
N  -0.01804  0.66297  -2.90691  0.65
N  0.08478  -0.65416  1.25519  -0.36
N  -0.41415  1.27431  2.42506  0.47
C  0.35993  -1.42082  0.17400  -0.14
C  -0.22617  0.59134  1.25886  0.04
C  0.24766  -0.97218  -1.14265  0.07
H  0.54052  -1.93052  -1.68543  0.19
H  0.78101  -2.39424  0.37625  0.22
H  -0.36855  1.05907  0.29906  0.26
H  0.09274  -1.01327  2.25459  0.47

- Highest occupied orbital energy (alpha / beta): -0.333 / -0.335 Eh
- Orbital gap (alpha / beta): 6.983 / 7.111 eV
- LUMO level (alpha / beta): -2.0776 / -2.0093 eV
- Max |F|: 5.124 eV/Å

=====

Entry 6:
Here is an isolated molecule of C3H4N4S in a non-equilibrium geometry from the Open Molecules 2025 dataset. Energies are from ωB97M-V/def2-TZVPD.

Each line ends with the natural charge from an NBO analysis.
Cartesian coordinates (Å):
S  2.42661  -0.87853  -0.04672  -0.14
N  -1.07870  0.84537  -0.03404  -0.27
N  -1.44798  -1.48691  0.04470  -0.18
N  -1.88585  -0.25720  -0.09643  -0.14
N  1.01346  1.80819  -0.03502  -0.78
C  -0.15553  -1.67214  -0.03331  -0.04
C  0.79538  -0.60694  -0.09396  -0.23
C  0.25269  0.68735  -0.04416  0.33
H  0.26059  -2.66002  0.16610  0.23
H  1.99079  1.61356  0.08158  0.42
H  -2.85267  -0.09486  -0.13983  0.40
H  0.68121  2.70213  0.23109  0.41

- Highest occupied orbital energy: -0.301 Eh
- Orbital gap: 7.533 eV
- LUMO level: -0.6469 eV
- Max |F|: 4.068 eV/Å